Entry 1:
98
Properties=species:S:1:pos:R:3:mulliken_charge:R:1 method="wB97M-V/def2-TZVPD" orbital_gap_ev=6.496 max_force_ha_per_bohr=0.0280 de_lowest_kcal_mol=18.1 lumo_energy_ev=-0.8
Pd -0.585 0.703 0.357 0.073
C 2.761 -3.760 2.343 -0.451
N 2.867 -2.456 2.970 0.463
C 3.319 -2.524 4.352 -1.190
C 2.120 -1.345 2.577 -0.980
N 1.046 -1.303 1.901 1.400
C 0.136 -2.346 1.735 -0.239
C -0.503 -2.930 2.798 -0.583
C -1.475 -3.931 2.608 -1.068
C -1.803 -4.348 1.351 -1.101
C -1.196 -3.747 0.221 1.360
C -1.548 -4.173 -1.092 -1.260
C -0.992 -3.579 -2.182 -1.201
C -0.066 -2.522 -2.017 0.128
C 0.314 -2.092 -0.774 -0.404
N 1.140 -0.972 -0.609 1.107
C 2.276 -0.847 -1.177 -0.590
N 3.018 0.301 -1.002 0.746
C 2.629 1.363 -0.093 -0.020
C 4.339 0.488 -1.583 -1.310
N 2.957 -1.841 -1.923 0.360
C 3.023 -1.687 -3.365 -1.048
C 2.952 -3.211 -1.445 -0.810
C -0.238 -2.714 0.398 -0.356
N 2.713 -0.105 2.874 1.126
C 1.977 0.859 3.677 -1.305
C 4.155 0.027 2.898 -1.317
H 1.995 -4.395 2.792 0.288
H 3.727 -4.258 2.443 0.376
H 2.531 -3.661 1.286 -0.075
H 2.709 -3.240 4.916 0.333
H 3.222 -1.555 4.835 0.355
H 4.362 -2.846 4.409 0.305
H -0.271 -2.571 3.796 0.497
H -1.964 -4.367 3.472 0.405
H -2.542 -5.126 1.195 0.440
H -2.272 -4.973 -1.202 0.426
H -1.261 -3.904 -3.181 0.461
H 0.332 -2.012 -2.887 0.582
H 1.638 1.197 0.294 -0.566
H 2.669 2.337 -0.591 0.565
H 3.314 1.391 0.761 0.017
H 4.803 -0.466 -1.804 0.411
H 4.964 1.019 -0.862 0.389
H 4.305 1.089 -2.499 0.304
H 2.872 -0.643 -3.642 0.304
H 2.260 -2.288 -3.872 0.330
H 4.001 -1.998 -3.744 0.289
H 2.867 -3.213 -0.361 -0.197
H 3.905 -3.680 -1.710 0.419
H 2.142 -3.816 -1.862 0.238
H 0.949 0.526 3.815 0.381
H 1.946 1.841 3.194 0.214
H 2.454 0.979 4.658 0.296
H 4.597 -0.141 3.890 0.353
H 4.416 1.047 2.600 0.420
H 4.616 -0.662 2.194 0.301
C -6.173 2.224 2.007 -0.453
C -5.459 3.403 2.174 -0.720
C -4.163 3.502 1.686 -0.600
C -3.560 2.427 1.028 0.407
C -4.295 1.253 0.863 0.266
C -5.592 1.151 1.346 -0.826
Si -1.854 2.674 0.344 1.092
C -2.127 3.515 -1.317 0.109
C -3.152 3.138 -2.192 -0.086
C -3.345 3.800 -3.399 -0.785
C -2.519 4.861 -3.752 -0.446
C -1.513 5.272 -2.887 -0.781
C -1.320 4.600 -1.684 -0.162
H -7.178 2.137 2.401 0.376
H -5.907 4.241 2.694 0.389
H -3.613 4.429 1.828 0.340
H -3.844 0.397 0.378 0.285
H -6.144 0.227 1.222 0.401
H -1.084 3.681 1.088 -0.500
H -3.827 2.333 -1.913 0.416
H -4.145 3.492 -4.063 0.434
H -2.672 5.377 -4.692 0.426
H -0.884 6.116 -3.145 0.433
H -0.536 4.935 -1.009 0.377
O -0.694 -0.015 4.263 -0.702
Cl -1.491 0.707 3.305 1.815
O -2.569 1.403 3.942 -0.684
O -0.624 1.675 2.562 -0.743
O -1.992 -0.203 2.268 -0.529
N -1.590 1.614 -6.979 -0.507
C -1.410 1.476 -5.856 -0.411
C -1.170 1.295 -4.432 0.659
C -0.204 2.046 -3.794 -1.174
C 0.000 1.839 -2.438 -0.648
N -0.680 0.935 -1.744 1.815
C -1.629 0.229 -2.362 -0.866
C -1.904 0.377 -3.712 -0.891
H 0.367 2.793 -4.328 0.572
H 0.736 2.416 -1.893 0.513
H -2.177 -0.479 -1.760 0.399
H -2.683 -0.210 -4.179 0.602


Entry 2:
91
Properties=species:S:1:pos:R:3:mulliken_charge:R:1 method="wB97M-V/def2-TZVPD" orbital_gap_ev=4.620 charge=+3 max_force_ha_per_bohr=0.0075 lumo_energy_ev=-10.8
Mo -0.090 -0.372 -0.226 -0.972
C -3.404 1.093 2.607 -1.214
C -2.781 0.392 1.447 0.156
N -1.476 0.136 1.482 0.538
N -0.958 0.421 2.737 -0.925
C 0.288 0.619 2.799 0.772
S 1.319 0.423 1.337 -0.487
S 1.219 1.027 4.185 -0.034
C -0.037 1.107 5.490 -1.086
C -1.139 2.124 5.305 0.666
C -2.364 1.869 5.914 -0.441
C -3.390 2.800 5.844 -0.612
C -3.204 3.989 5.151 -0.560
C -1.985 4.246 4.539 -0.636
C -0.954 3.319 4.620 -0.190
C -3.619 0.008 0.315 1.158
C -5.016 -0.007 0.431 -1.156
C -5.818 -0.401 -0.625 -1.109
C -5.246 -0.779 -1.837 -0.921
C -3.869 -0.784 -1.981 -0.635
C -3.081 -0.405 -0.908 0.235
O -1.733 -0.440 -1.053 0.393
H -2.784 1.940 2.904 -0.009
H -3.427 0.430 3.475 0.406
H -4.403 1.445 2.387 0.471
H 0.578 1.346 6.362 0.485
H -0.437 0.104 5.636 0.434
H -2.510 0.947 6.466 0.420
H -4.329 2.603 6.344 0.433
H -3.999 4.722 5.108 0.439
H -1.827 5.183 4.021 0.440
H 0.006 3.545 4.169 0.463
H -5.484 0.266 1.363 0.486
H -6.893 -0.410 -0.507 0.466
H -5.873 -1.072 -2.669 0.507
H -3.402 -1.072 -2.913 0.575
C 2.181 3.736 -2.101 -1.429
C 2.071 2.508 -1.194 0.253
C 3.458 1.919 -0.914 -1.443
P 0.962 1.214 -1.921 2.502
C -0.315 2.021 -2.956 0.267
C -1.294 2.804 -2.078 -1.436
C -1.005 1.051 -3.911 -1.712
C 1.960 0.094 -2.913 -0.668
C 2.732 0.399 -4.023 -0.081
C 3.495 -0.597 -4.639 0.395
C 4.348 -0.292 -5.834 -1.603
C 3.455 -1.892 -4.108 -0.893
C 2.682 -2.213 -3.004 -1.035
C 1.939 -1.203 -2.417 0.162
N 1.068 -1.369 -1.325 1.243
C 0.776 -2.421 -0.445 0.236
C 1.700 -2.798 0.619 0.858
C 3.075 -2.212 0.677 -1.235
C 1.302 -3.766 1.497 -0.887
C 0.089 -4.464 1.337 0.845
C -0.311 -5.495 2.330 -1.551
C -0.713 -4.220 0.211 -0.925
C -0.381 -3.273 -0.723 0.874
C -1.112 -3.197 -2.027 -1.630
H 2.882 4.432 -1.639 0.477
H 1.236 4.261 -2.228 0.420
H 2.582 3.485 -3.085 0.281
H 1.590 2.793 -0.255 0.711
H 3.969 1.670 -1.843 0.343
H 3.437 1.027 -0.290 0.174
H 4.057 2.667 -0.395 0.503
H 0.280 2.727 -3.547 0.922
H -1.914 2.131 -1.481 0.087
H -1.963 3.386 -2.711 0.518
H -0.792 3.501 -1.405 0.385
H -1.665 0.370 -3.376 0.201
H -0.293 0.465 -4.492 0.299
H -1.613 1.623 -4.612 0.558
H 2.752 1.404 -4.429 0.358
H 4.134 0.693 -6.244 0.371
H 4.197 -1.034 -6.617 0.426
H 5.405 -0.323 -5.561 0.346
H 4.040 -2.670 -4.584 0.503
H 2.650 -3.226 -2.621 0.623
H 3.159 -1.253 0.172 0.073
H 3.754 -2.903 0.166 0.409
H 3.426 -2.115 1.703 0.495
H 1.964 -4.045 2.308 0.570
H 0.555 -5.974 2.784 0.426
H -0.964 -6.248 1.893 0.421
H -0.868 -5.007 3.138 0.318
H -1.579 -4.849 0.040 0.538
H -0.968 -4.146 -2.548 0.578
H -0.752 -2.398 -2.670 0.112
H -2.185 -3.083 -1.875 0.495


| no. | HOMO (eV) | total energy (eV) |
| --- | --- | --- |
| 1 | -7.27 | -84118.6073 |
| 2 | -15.46 | -79445.1836 |